1.
{
  "formula": "C24H36IrP2Si",
  "method": "ωB97M-V/def2-TZVPD",
  "multiplicity": 6,
  "e_tot_ha": -2011.798639,
  "lumo_ha": [-0.2140, -0.3316],
  "orbital_gap_ev": [6.61, 4.75],
  "total_charge": 2,
  "s_squared": 8.777,
  "fmax_ev_per_a": 4.624,
  "symbols": ["C", "C", "C", "H", "C", "C", "H", "H", "H", "H", "Ir", "C", "H", "H", "H", "Si", "C", "C", "H", "C", "H", "C", "H", "C", "H", "C", "H", "C", "C", "H", "C", "H", "C", "H", "C", "H", "C", "H", "H", "H", "C", "P", "C", "C", "C", "P", "C", "C", "H", "H", "H", "H", "H", "H", "H", "H", "H", "H", "H", "H", "H", "H", "H", "H"],
  "xyz": [[1.19872, 1.82089, 2.93070], [2.16034, 1.39267, 1.94846], [1.84550, 2.13454, 0.71833], [3.09507, 0.87693, 2.13561], [0.44125, 2.59015, 0.89930], [0.14791, 2.48285, 2.28186], [-0.67986, 2.98028, 2.76952], [1.41178, 1.90937, 3.98663], [2.53871, 2.35735, -0.10763], [-0.12939, 3.17794, 0.16908], [0.95536, 0.35282, 0.29902], [-2.99961, -0.68052, 0.72199], [-3.62727, -0.56236, 1.63471], [-3.34605, -1.54101, 0.12967], [-2.82587, 0.22943, 0.05755], [0.25836, 1.31766, -1.66729], [1.42699, 0.20400, -2.61017], [2.54672, 0.92111, -3.00764], [2.72261, 1.91303, -2.58908], [3.38763, 0.32958, -3.93815], [4.21340, 0.91407, -4.29607], [3.13113, -0.94955, -4.42235], [3.79566, -1.40896, -5.14427], [2.01652, -1.65367, -3.97760], [1.77557, -2.63551, -4.35847], [1.12918, -1.07788, -3.06905], [0.24145, -1.59314, -2.69054], [-1.34968, 1.20190, -2.71943], [-1.00357, 1.05404, -4.07472], [-0.00675, 0.73065, -4.36931], [-1.88454, 1.33720, -5.11452], [-1.54590, 1.24155, -6.14307], [-3.18869, 1.74587, -4.82888], [-3.89060, 1.97088, -5.64084], [-3.57534, 1.83447, -3.48224], [-4.60256, 2.09113, -3.23580], [-2.66076, 1.61093, -2.42637], [-2.95919, 1.75380, -1.38424], [0.41282, 2.75490, -1.96267], [-1.99981, -0.84970, 1.15729], [1.31086, -2.68005, -0.22867], [0.89997, -1.71994, 1.24790], [2.31775, -1.88900, 2.36327], [-0.41115, -2.68744, 2.12235], [-1.22089, -1.90591, 3.17963], [-0.64277, -0.19378, 3.28749], [-2.20902, 0.65717, 3.79274], [0.19913, -0.24459, 4.95598], [0.36385, -3.05813, -0.63231], [1.98610, -3.50621, 0.02697], [1.77859, -2.01495, -0.97062], [1.99400, -2.35737, 3.29169], [3.02348, -2.55800, 1.86753], [2.80349, -0.94163, 2.60529], [-1.06922, -3.12512, 1.34876], [0.12472, -3.51038, 2.62765], [-2.27357, -1.90926, 2.86014], [-1.13934, -2.38765, 4.16713], [-2.94361, -0.08964, 4.15121], [-1.97755, 1.37563, 4.59699], [-2.61312, 1.19691, 2.92012], [0.01005, -1.19700, 5.48027], [-0.17288, 0.60452, 5.55673], [1.28392, -0.13795, 4.80242]],
  "mulliken_charge": [-0.56, -1.17, -0.57, 0.70, -0.90, -0.63, 0.68, 0.93, 0.67, 0.79, 0.69, -0.73, 0.43, 0.40, -0.10, 0.20, 0.40, -0.30, 0.38, -0.85, 0.49, -0.65, 0.45, -0.72, 0.49, -0.16, 0.75, 1.07, -0.23, 0.13, -0.85, 0.42, -0.53, 0.39, -0.71, 0.39, -0.51, 0.24, -0.10, -0.07, -1.34, 1.10, -1.28, -1.12, -1.13, 1.17, -1.49, -1.59, 0.34, 0.53, 0.40, 0.46, 0.45, 0.15, 0.53, 0.51, 0.37, 0.65, 0.43, 0.51, 0.36, 0.41, 0.42, 0.43]
}



2.
{
  "formula": "C24H36N2O3",
  "method": "ωB97M-V/def2-TZVPD",
  "multiplicity": 1,
  "e_tot_ha": -1271.349862,
  "lumo_ha": 0.0227,
  "orbital_gap_ev": 8.91,
  "smiles": "COc1ccc(C(=O)NCCC2=CCCCC2)cc1OC1CCN(C(C)C)CC1",
  "e_above_lowest_ev": 1.644,
  "fmax_ev_per_a": 0.713,
  "symbols": ["C", "H", "O", "C", "C", "C", "C", "C", "C", "O", "C", "C", "C", "N", "C", "C", "H", "H", "H", "H", "C", "C", "H", "H", "H", "C", "H", "H", "H", "H", "H", "H", "H", "H", "H", "H", "C", "O", "N", "H", "C", "H", "H", "C", "C", "C", "C", "C", "C", "C", "H", "H", "H", "H", "H", "H", "H", "H", "H", "H", "H", "H", "H", "H", "H"],
  "xyz": [[1.27641, 3.86922, 1.88173], [2.32343, 4.13545, 2.02019], [1.24438, 3.05820, 0.73332], [0.04173, 2.56957, 0.29986], [-1.16501, 2.84061, 0.93362], [-2.36752, 2.35687, 0.45040], [-2.39495, 1.57911, -0.69956], [-1.18505, 1.28570, -1.32018], [0.03336, 1.75225, -0.85053], [1.11595, 1.41663, -1.60240], [2.37479, 1.15022, -0.99508], [2.28319, 0.02677, 0.03752], [3.68266, -0.33994, 0.52490], [4.48659, -0.77698, -0.59734], [4.66547, 0.30841, -1.53830], [3.31144, 0.71024, -2.11683], [3.43113, 1.51907, -2.83789], [2.86424, -0.14390, -2.62511], [5.31802, -0.03075, -2.34617], [5.13218, 1.19469, -1.06867], [5.70262, -1.50620, -0.26759], [5.35409, -2.89665, 0.26755], [4.59148, -3.34936, -0.35959], [4.98431, -2.84868, 1.28857], [6.23880, -3.52809, 0.25822], [6.65111, -0.78117, 0.69759], [7.57410, -1.34611, 0.79933], [6.19884, -0.68243, 1.68159], [6.89569, 0.21028, 0.32304], [6.22766, -1.64348, -1.22104], [3.60901, -1.15200, 1.24848], [4.12236, 0.53989, 1.03042], [1.82021, -0.84260, -0.43209], [1.66542, 0.33604, 0.88257], [2.76888, 2.05771, -0.52069], [-1.19117, 0.66770, -2.20448], [-3.61400, 0.94725, -1.27954], [-3.53784, 0.10551, -2.15687], [-4.81363, 1.38590, -0.81039], [-4.81713, 2.00838, -0.01916], [-5.99631, 0.57661, -0.97580], [-6.86818, 1.22747, -1.08267], [-5.85956, 0.00293, -1.89382], [-6.18392, -0.37805, 0.22238], [-4.92004, -1.16060, 0.45337], [-4.01292, -0.75431, 1.33302], [-2.67809, -1.40129, 1.53393], [-2.33607, -2.32595, 0.37052], [-3.53766, -3.20946, 0.05732], [-4.68425, -2.33863, -0.44610], [-5.60131, -2.92781, -0.53211], [-4.43591, -1.96161, -1.44285], [-3.27838, -3.95243, -0.69898], [-3.84485, -3.73957, 0.96254], [-1.46259, -2.93276, 0.61733], [-2.09944, -1.72477, -0.50889], [-1.91590, -0.62247, 1.63405], [-2.68874, -1.96687, 2.47316], [-4.21899, 0.09556, 1.97326], [-7.02238, -1.04284, 0.00983], [-6.42597, 0.21128, 1.11063], [-3.26340, 2.59852, 1.00255], [-1.17806, 3.44962, 1.82381], [0.92155, 3.33182, 2.76720], [0.68810, 4.78228, 1.74697]],
  "mulliken_charge": [-1.05, 0.26, -0.37, 0.78, -1.19, -0.99, 0.76, -0.30, 0.61, -0.51, 0.07, -0.48, -0.85, 0.25, -0.73, -0.79, 0.39, 0.29, 0.47, 0.31, 0.25, -1.60, 0.37, 0.35, 0.47, -1.39, 0.46, 0.29, 0.36, 0.36, 0.44, 0.30, 0.22, 0.33, 0.16, 0.53, 0.27, -0.72, -0.11, 0.23, -0.85, 0.37, 0.44, -1.31, 1.14, -0.39, -0.78, -0.36, -1.00, -0.66, 0.41, 0.30, 0.42, 0.32, 0.34, 0.08, 0.18, 0.40, 0.30, 0.41, 0.34, 0.23, 0.42, 0.39, 0.36]
}



3.
{
  "formula": "C24H36N2SiSn",
  "method": "ωB97M-V/def2-TZVPD",
  "multiplicity": 1,
  "e_tot_ha": -1548.668759,
  "lumo_ha": [-0.3156, -0.3156],
  "orbital_gap_ev": [5.14, 5.14],
  "total_charge": 2,
  "e_above_lowest_ev": 0.659,
  "fmax_ev_per_a": 4.166,
  "symbols": ["C", "C", "C", "H", "C", "C", "H", "H", "H", "H", "Sn", "C", "H", "H", "H", "Si", "C", "C", "H", "C", "H", "C", "H", "C", "H", "C", "H", "C", "C", "H", "C", "H", "C", "H", "C", "H", "C", "H", "H", "H", "C", "N", "C", "C", "C", "N", "C", "C", "H", "H", "H", "H", "H", "H", "H", "H", "H", "H", "H", "H", "H", "H", "H", "H"],
  "xyz": [[0.95419, 2.03314, -0.22156], [-0.05326, 2.28492, -1.20121], [-1.31683, 2.24715, -0.55869], [0.12219, 2.53844, -2.24737], [-1.10881, 1.96648, 0.82944], [0.30958, 1.83823, 1.03891], [0.80121, 1.73822, 2.00456], [2.03190, 2.08088, -0.38842], [-2.27365, 2.45869, -1.03035], [-1.87181, 1.95409, 1.60916], [-0.55971, -0.64791, -0.18614], [-1.62661, -2.66875, -4.46523], [-2.44994, -2.74361, -3.74291], [-1.16976, -3.64988, -4.59051], [-2.03252, -2.33347, -5.42959], [-0.25330, -1.51359, -3.91042], [1.52212, -1.21006, -4.43882], [2.13619, -0.01764, -4.00820], [1.53599, 0.85056, -3.71680], [3.53324, 0.05724, -3.89321], [3.99823, 0.97607, -3.52993], [4.32112, -1.05481, -4.20932], [5.40252, -1.00462, -4.09766], [3.71363, -2.24973, -4.60998], [4.32502, -3.13373, -4.80587], [2.32129, -2.33206, -4.72449], [1.84403, -3.27784, -4.99431], [-1.18634, 0.11954, -4.26517], [-0.81185, 0.96182, -5.31046], [0.03576, 0.70325, -5.95461], [-1.54837, 2.13238, -5.54624], [-1.25420, 2.79804, -6.35835], [-2.65215, 2.44202, -4.74541], [-3.22618, 3.34914, -4.92339], [-3.05990, 1.56780, -3.72903], [-3.93300, 1.78536, -3.10788], [-2.34786, 0.38729, -3.52225], [-2.71430, -0.32514, -2.77051], [-0.62156, -1.11601, -2.40977], [0.46226, -2.00633, -2.63408], [2.42275, -0.84744, 1.22299], [1.44391, -1.79192, 0.64207], [2.09811, -2.47401, -0.50618], [1.01577, -2.80554, 1.68438], [-0.49057, -3.06503, 1.70777], [-1.26441, -1.78744, 1.70571], [-2.71235, -2.03846, 1.55195], [-1.00786, -0.99339, 2.92412], [3.30909, -1.40500, 1.57748], [1.98542, -0.31178, 2.07506], [2.73387, -0.11832, 0.46505], [2.96109, -3.06556, -0.14473], [1.39154, -3.14855, -1.00536], [2.45510, -1.73395, -1.23831], [1.53384, -3.75717, 1.46586], [1.34719, -2.45955, 2.67631], [-0.79735, -3.66838, 0.83926], [-0.75513, -3.62328, 2.62560], [-3.08425, -2.63675, 2.40085], [-3.25345, -1.08374, 1.51373], [-2.90249, -2.58289, 0.61791], [-1.31270, -1.57971, 3.80892], [0.05408, -0.73494, 3.01460], [-1.58866, -0.06345, 2.88160]],
  "mulliken_charge": [-0.88, -0.36, -0.49, 0.56, -0.93, -0.35, 0.58, 0.58, 0.54, 0.53, 1.74, -1.23, 0.36, 0.45, 0.39, -0.18, 0.33, 0.01, 0.33, -0.74, 0.43, -0.41, 0.41, -0.69, 0.42, -0.35, 0.41, 0.57, -0.26, 0.44, -0.62, 0.43, -0.61, 0.44, -0.86, 0.52, -0.17, 0.33, -0.36, 0.22, -1.04, 0.67, -1.48, -0.96, -0.68, 0.01, -1.04, -0.87, 0.38, 0.30, 0.21, 0.41, 0.55, 0.32, 0.39, 0.49, 0.36, 0.43, 0.39, 0.34, 0.40, 0.36, 0.21, 0.30]
}



4.
{
  "formula": "C24H36N6V",
  "method": "ωB97M-V/def2-TZVPD",
  "multiplicity": 3,
  "e_tot_ha": -2207.786645,
  "lumo_ha": [-0.3527, -0.3691],
  "orbital_gap_ev": [7.22, 7.12],
  "total_charge": 3,
  "s_squared": 2.026,
  "fmax_ev_per_a": 2.409,
  "symbols": ["V", "C", "C", "N", "C", "C", "N", "C", "C", "N", "C", "C", "N", "C", "C", "C", "C", "C", "C", "C", "N", "H", "H", "H", "H", "H", "H", "H", "H", "H", "H", "H", "H", "H", "H", "H", "H", "H", "H", "H", "H", "H", "H", "H", "C", "N", "C", "C", "C", "C", "C", "C", "C", "C", "H", "H", "H", "H", "H", "H", "H", "H", "H", "H", "H", "H", "H"],
  "xyz": [[-0.18369, 0.25499, -0.21367], [-0.27073, -1.97634, -3.85817], [0.04539, -1.06979, -2.72396], [-0.77292, -0.76245, -1.76341], [-2.12400, -1.32069, -1.73417], [-3.00342, -0.45184, -0.83185], [-2.22963, 0.07267, 0.32659], [-2.39023, -0.72423, 1.57497], [-1.48851, -1.94692, 1.54754], [-0.09807, -1.52464, 1.27707], [0.63636, -1.02133, 2.47161], [0.87278, 0.49228, 2.33477], [1.27083, 0.68374, 0.95642], [2.45850, 0.97709, 0.55337], [3.58346, 1.42546, 1.41135], [2.56932, 0.68568, -0.88771], [3.68117, 0.77113, -1.70941], [3.59882, 0.24804, -2.99693], [2.44104, -0.40085, -3.40531], [1.35875, -0.44029, -2.53408], [1.41449, 0.15273, -1.33102], [-0.61154, -2.94585, -3.48698], [0.59461, -2.14426, -4.49250], [-1.07881, -1.57892, -4.47853], [-2.07658, -2.34914, -1.36644], [-2.56049, -1.37337, -2.73344], [-3.87116, -1.02288, -0.49938], [-3.37100, 0.39985, -1.40223], [-2.61284, 0.99296, 0.52916], [-3.42981, -1.02490, 1.72083], [-2.11947, -0.09229, 2.42303], [-1.80319, -2.63466, 0.76378], [-1.57298, -2.48511, 2.49424], [0.40963, -2.31870, 0.90474], [1.59928, -1.52482, 2.54714], [0.08443, -1.22685, 3.38990], [1.60942, 0.84412, 3.05706], [-0.05833, 1.02789, 2.52803], [3.26698, 2.23007, 2.07584], [4.42101, 1.77619, 0.81487], [3.93811, 0.60259, 2.03863], [4.60636, 1.20332, -1.35370], [4.45069, 0.31103, -3.66098], [2.39269, -0.87347, -4.37686], [-1.37347, 4.62708, -4.08211], [-1.27060, 3.14045, -4.02656], [-2.55981, 2.55193, -3.58067], [-0.10231, 2.59081, -3.21501], [-0.05853, 3.06049, -1.78123], [0.39393, 4.36700, -1.56653], [0.32249, 4.96625, -0.32243], [-0.24691, 4.26220, 0.72370], [-0.63099, 2.94111, 0.52715], [-0.47861, 2.26281, -0.69228], [-2.16976, 4.90200, -4.77064], [-0.44042, 5.05496, -4.44010], [-1.60638, 5.01501, -3.09583], [-1.10430, 2.83458, -4.98571], [-2.72287, 2.82267, -2.53950], [-2.52677, 1.46886, -3.68500], [-3.37342, 2.94285, -4.18725], [0.80976, 2.87480, -3.74246], [-0.21865, 1.51435, -3.25183], [0.81446, 4.93116, -2.39128], [0.67322, 5.98003, -0.18319], [-0.37594, 4.72934, 1.69162], [-1.07260, 2.44170, 1.38979]],
  "mulliken_charge": [-1.64, -1.85, 1.00, 0.81, -0.97, -1.02, -0.18, -0.84, -0.82, -0.31, -0.92, -0.59, 0.65, 0.38, -2.00, 1.05, -0.78, -1.07, -1.07, 0.70, 0.75, 0.38, 0.48, 0.42, 0.39, 0.66, 0.50, 0.32, 0.40, 0.50, 0.43, 0.36, 0.54, 0.28, 0.44, 0.44, 0.68, 0.09, 0.43, 0.51, 0.36, 0.45, 0.51, 0.47, -0.93, 0.01, -0.68, -0.99, 0.55, -0.46, -1.10, -1.12, -0.46, 1.99, 0.38, 0.36, 0.45, 0.35, 0.34, 0.24, 0.44, 0.57, -0.11, 0.56, 0.49, 0.52, 0.26]
}